Molecular formula: C28H59NO18P3S
Method: DFT, ωB97M-V/def2-TZVPD

Element x y z (Å)
N (-27.151, 16.044, -4.034)
H (-28.186, 16.292, -4.022)
H (-26.733, 16.561, -3.249)
H (-26.769, 16.301, -4.943)
H (-27.222, 15.020, -3.910)
C (-30.197, 15.253, -7.807)
C (-29.502, 15.570, -6.622)
C (-30.327, 15.977, -5.344)
O (-29.692, 16.223, -4.296)
C (-31.739, 16.056, -5.461)
C (-32.385, 15.660, -6.626)
C (-31.596, 15.234, -7.855)
O (-32.157, 14.872, -8.916)
O (-33.649, 15.714, -6.601)
O (-28.251, 15.637, -6.519)
H (-29.565, 15.148, -8.678)
H (-32.308, 16.436, -4.625)
C (-24.607, 18.152, -8.947)
C (-25.100, 16.820, -9.495)
C (-25.567, 16.018, -8.303)
S (-24.420, 16.357, -6.957)
O (-23.418, 15.316, -6.802)
O (-25.250, 16.762, -5.837)
C (-23.676, 17.845, -7.750)
H (-25.380, 18.852, -8.633)
H (-24.015, 18.663, -9.709)
H (-24.449, 16.264, -10.173)
H (-25.919, 17.000, -10.199)
H (-25.616, 14.940, -8.443)
H (-26.517, 16.379, -7.903)
H (-22.788, 17.307, -8.094)
H (-23.408, 18.597, -7.017)
C (-24.702, 11.266, 0.416)
C (-25.215, 10.828, -0.933)
O (-26.102, 11.811, -1.484)
P (-26.160, 12.061, -3.070)
O (-26.798, 13.330, -3.452)
O (-26.880, 10.706, -3.549)
C (-27.854, 10.790, -4.597)
C (-27.359, 10.419, -5.981)
O (-24.666, 11.904, -3.596)
C (-23.940, 13.082, -3.924)
C (-23.430, 13.856, -2.705)
H (-24.317, 10.398, 0.956)
H (-23.899, 12.003, 0.423)
H (-25.477, 11.711, 1.045)
H (-24.391, 10.511, -1.574)
H (-25.798, 9.907, -0.843)
H (-28.656, 10.105, -4.315)
H (-28.348, 11.758, -4.698)
H (-26.919, 9.421, -5.998)
H (-28.145, 10.467, -6.732)
H (-26.629, 11.174, -6.289)
H (-23.089, 12.750, -4.523)
H (-24.472, 13.763, -4.590)
H (-22.818, 13.198, -2.086)
H (-22.788, 14.627, -3.132)
H (-24.272, 14.265, -2.147)
C (-30.257, 13.148, -3.203)
C (-30.261, 11.905, -2.316)
O (-29.932, 10.746, -3.074)
P (-30.213, 9.291, -2.473)
O (-29.786, 8.172, -3.314)
O (-29.563, 9.392, -1.015)
C (-28.177, 9.567, -0.784)
C (-28.061, 10.316, 0.544)
O (-31.775, 9.397, -2.118)
C (-32.452, 8.449, -1.305)
C (-32.627, 9.093, 0.063)
H (-30.681, 12.986, -4.196)
H (-30.826, 13.959, -2.751)
H (-29.263, 13.533, -3.440)
H (-29.585, 12.104, -1.481)
H (-31.261, 11.815, -1.887)
H (-27.592, 8.645, -0.782)
H (-27.703, 10.221, -1.524)
H (-27.032, 10.367, 0.895)
H (-28.537, 11.280, 0.350)
H (-28.728, 9.903, 1.303)
H (-33.397, 8.205, -1.791)
H (-31.876, 7.524, -1.198)
H (-33.141, 8.425, 0.764)
H (-31.685, 9.323, 0.559)
H (-33.221, 10.007, 0.029)
C (-28.497, 19.808, -0.597)
C (-27.314, 19.591, 0.345)
O (-27.197, 18.210, 0.639)
P (-26.216, 17.207, -0.099)
O (-26.273, 17.219, -1.578)
O (-24.796, 17.664, 0.525)
C (-23.627, 16.837, 0.309)
C (-23.506, 15.747, 1.340)
O (-26.624, 15.833, 0.600)
C (-27.559, 14.941, -0.037)
C (-28.977, 15.452, 0.234)
H (-28.477, 20.784, -1.084)
H (-28.662, 19.019, -1.326)
H (-29.408, 19.871, 0.005)
H (-26.391, 20.033, -0.043)
H (-27.457, 20.109, 1.296)
H (-23.484, 16.472, -0.707)
H (-22.856, 17.599, 0.448)
H (-24.438, 15.184, 1.351)
H (-22.694, 15.078, 1.048)
H (-23.262, 16.163, 2.316)
H (-27.256, 14.689, -1.048)
H (-27.519, 14.018, 0.544)
H (-29.795, 14.788, -0.040)
H (-29.021, 15.627, 1.310)
H (-29.173, 16.394, -0.283)

- HOMO-LUMO gap: 4.79 eV
- Molecular weight: 822.76 g mol⁻¹
- Max |F|: 3.35 eV/Å
- E_LUMO: 1.81 eV
- 2S+1: 1
- Charge: -1

Results of the Löwdin charge analysis, in e, for atoms 1 through 99:
1. N 0.224
2. H 0.052
3. H 0.063
4. H 0.046
5. H 0.067
6. C -0.029
7. C -0.366
8. C -0.354
9. O -0.089
10. C -0.027
11. C -0.385
12. C -0.396
13. O -0.035
14. O -0.045
15. O -0.077
16. H 0.090
17. H 0.095
18. C -0.211
19. C -0.226
20. C -0.218
21. S 0.710
22. O -0.344
23. O -0.347
24. C -0.200
25. H 0.121
26. H 0.109
27. H 0.116
28. H 0.120
29. H 0.115
30. H 0.089
31. H 0.089
32. H 0.099
33. C -0.069
34. C -0.272
35. O -0.186
36. P 0.468
37. O -0.213
38. O -0.155
39. C -0.276
40. C -0.051
41. O -0.167
42. C -0.265
43. C -0.059
44. H 0.085
45. H 0.069
46. H 0.068
47. H 0.124
48. H 0.093
49. H 0.079
50. H 0.110
51. H 0.076
52. H 0.087
53. H 0.075
54. H 0.123
55. H 0.105
56. H 0.075
57. H 0.083
58. H 0.066
59. C -0.054
60. C -0.239
61. O -0.216
62. P 0.433
63. O -0.209
64. O -0.181
65. C -0.272
66. C -0.049
67. O -0.184
68. C -0.256
69. C -0.077
70. H 0.095
71. H 0.084
72. H 0.048
73. H 0.103
74. H 0.115
75. H 0.126
76. H 0.076
77. H 0.052
78. H 0.071
79. H 0.080
80. H 0.121
81. H 0.118
82. H 0.074
83. H 0.063
84. H 0.079
85. C -0.061
86. C -0.265
87. O -0.181
88. P 0.442
89. O -0.223
90. O -0.175
91. C -0.261
92. C -0.072
93. O -0.190
94. C -0.234
95. C -0.050
96. H 0.075
97. H 0.078
98. H 0.074
99. H 0.115

***

Molecular formula: C28H60BBeFN4O16Pb
Method: DFT, ωB97M-V/def2-TZVPD

Element x y z (Å)
Be (1.195, -0.388, 0.716)
Pb (-3.322, 1.339, -0.373)
O (1.226, 8.894, 2.174)
C (0.687, 7.821, 2.437)
O (0.377, 6.850, 1.644)
B (0.011, 5.641, 2.494)
O (-0.299, 6.210, 3.816)
C (0.099, 7.462, 3.878)
O (0.027, 8.200, 4.884)
O (1.023, 4.616, 2.476)
C (0.418, 3.452, 2.082)
O (0.893, 2.313, 2.106)
C (-1.004, 3.799, 1.582)
O (-1.234, 5.025, 1.851)
O (-1.889, 2.977, 1.327)
F (-1.117, 0.309, 0.185)
C (6.153, -1.029, 4.356)
O (5.206, -1.707, 3.473)
C (4.260, -2.552, 4.037)
C (2.843, -2.484, 3.291)
N (2.656, -1.196, 2.727)
C (2.162, -0.227, 3.688)
C (0.611, -0.105, 4.036)
O (-0.111, -0.587, 2.874)
C (-1.350, -1.194, 3.287)
H (7.018, -0.668, 3.799)
H (6.733, -1.745, 4.939)
H (5.730, -0.293, 5.040)
H (4.111, -2.389, 5.105)
H (4.602, -3.580, 3.917)
H (1.954, -2.880, 3.783)
H (2.885, -3.160, 2.437)
H (3.660, -1.087, 2.752)
H (2.603, 0.632, 3.182)
H (2.754, -0.387, 4.589)
H (0.223, 0.910, 4.122)
H (0.307, -0.516, 4.999)
H (-1.391, -1.765, 4.214)
H (-1.714, -1.725, 2.408)
H (-2.043, -0.353, 3.318)
C (4.791, 0.953, 0.720)
O (3.490, 0.901, 0.160)
C (3.385, 1.673, -1.000)
C (1.992, 1.708, -1.472)
N (1.437, 0.346, -1.738)
C (2.079, -0.315, -2.901)
C (2.179, 0.551, -4.226)
O (0.933, 0.646, -4.813)
C (0.819, 1.242, -6.101)
H (4.904, 1.911, 1.228)
H (5.676, 0.512, 0.262)
H (4.687, 0.337, 1.613)
H (4.085, 1.283, -1.739)
H (3.718, 2.666, -0.697)
H (1.965, 2.364, -2.342)
H (1.374, 2.198, -0.719)
H (0.610, 0.593, -2.262)
H (1.537, -1.253, -3.025)
H (3.105, -0.574, -2.639)
H (2.858, -0.032, -4.849)
H (2.638, 1.538, -4.271)
H (1.428, 0.899, -6.938)
H (1.014, 2.313, -6.056)
H (-0.209, 1.337, -6.452)
C (-1.847, -0.772, -2.811)
O (-3.007, 0.187, -2.548)
C (-3.675, 0.604, -3.705)
C (-4.601, 1.780, -3.340)
N (-5.254, 1.556, -2.009)
C (-6.293, 0.548, -2.248)
C (-7.362, 0.970, -3.154)
O (-8.059, 2.227, -2.904)
C (-9.001, 2.676, -3.853)
H (-0.979, -0.293, -3.264)
H (-2.106, -1.590, -3.484)
H (-1.589, -1.304, -1.896)
H (-4.227, -0.274, -4.041)
H (-2.960, 0.903, -4.472)
H (-5.281, 2.186, -4.089)
H (-3.935, 2.638, -3.243)
H (-5.737, 2.408, -1.765)
H (-6.689, 0.287, -1.266)
H (-5.788, -0.349, -2.607)
H (-8.033, 0.123, -3.299)
H (-6.928, 1.004, -4.153)
H (-8.531, 2.952, -4.797)
H (-9.582, 3.555, -3.574)
H (-9.770, 1.931, -4.058)
C (4.237, -2.417, -0.194)
O (2.831, -2.172, -0.426)
C (2.251, -3.459, -0.826)
C (0.762, -3.185, -0.726)
N (0.236, -2.910, 0.607)
C (0.365, -3.937, 1.627)
C (-0.711, -5.032, 1.483)
O (-1.995, -4.444, 1.265)
C (-3.061, -5.188, 1.777)
H (4.711, -1.475, 0.084)
H (4.784, -2.909, -0.998)
H (4.395, -2.935, 0.753)
H (2.470, -4.310, -0.181)
H (2.496, -3.553, -1.884)
H (0.095, -3.958, -1.106)
H (0.428, -2.435, -1.442)
H (-0.760, -2.753, 0.559)
H (0.229, -3.490, 2.612)
H (1.326, -4.452, 1.616)
H (-0.548, -5.504, 2.452)
H (-0.601, -5.760, 0.679)
H (-3.084, -5.601, 2.785)
H (-3.196, -5.845, 0.917)
H (-3.871, -4.459, 1.747)

- HOMO-LUMO gap: 4.85 eV
- Molecular weight: 954.82 g mol⁻¹
- Max |F|: 4.68 eV/Å
- E_LUMO: -7.15 eV
- 2S+1: 1
- Charge: +2

Results of the Löwdin charge analysis, in e, for atoms 1 through 99:
1. Be 0.992
2. Pb 1.765
3. O 0.132
4. C -0.387
5. O 0.212
6. B -0.799
7. O 0.223
8. C -0.324
9. O 0.118
10. O 0.266
11. C -0.268
12. O 0.089
13. C -0.386
14. O 0.269
15. O -0.081
16. F -0.607
17. C -0.035
18. O -0.213
19. C -0.184
20. C -0.182
21. N -0.069
22. C -0.146
23. C -0.130
24. O -0.268
25. C -0.074
26. H 0.094
27. H 0.092
28. H 0.097
29. H 0.126
30. H 0.128
31. H 0.123
32. H 0.084
33. H 0.057
34. H 0.108
35. H 0.123
36. H 0.116
37. H 0.123
38. H 0.106
39. H 0.069
40. H 0.094
41. C -0.081
42. O -0.219
43. C -0.226
44. C -0.181
45. N -0.024
46. C -0.143
47. C -0.207
48. O -0.202
49. C -0.082
50. H 0.114
51. H 0.111
52. H 0.065
53. H 0.137
54. H 0.146
55. H 0.129
56. H 0.115
57. H 0.070
58. H 0.112
59. H 0.112
60. H 0.128
61. H 0.127
62. H 0.099
63. H 0.088
64. H 0.086
65. C 0.011
66. O -0.385
67. C -0.207
68. C -0.167
69. N -0.194
70. C -0.206
71. C -0.206
72. O -0.169
73. C -0.097
74. H 0.072
75. H 0.107
76. H 0.069
77. H 0.132
78. H 0.141
79. H 0.134
80. H 0.120
81. H 0.115
82. H 0.135
83. H 0.127
84. H 0.141
85. H 0.115
86. H 0.089
87. H 0.097
88. H 0.093
89. C -0.064
90. O -0.246
91. C -0.146
92. C -0.207
93. N -0.036
94. C -0.182
95. C -0.183
96. O -0.222
97. C -0.096
98. H 0.064
99. H 0.108

***

What is the 2S+1 in the second record? 1

***

Among the records above, which one has the lowest HOMO-LUMO gap? C28H59NO18P3S

***

Look up the max |F| of the first one. 3.35 eV/Å

***

What is the charge in the first record? -1